[1]
The following is a DFT calculation (wB97M-V/def2-TZVPD) of a structure of composition C27H52LaP2Si in a non-equilibrium geometry.

Geometry as XYZ:
```
83
Properties=species:S:1:pos:R:3:forces:R:3
La -0.9470 1.5435 0.2500 0.40 -0.37 -0.37
C 1.3083 -0.2642 0.0221 0.50 1.07 -0.23
C 1.3395 0.8963 -0.8138 0.47 0.29 0.95
C 1.5620 1.5712 1.3934 0.50 -0.44 -0.79
C 1.5471 0.1525 1.3555 -0.49 0.74 -0.41
C 1.4976 2.0439 0.0426 0.35 -1.25 0.05
C 1.3352 -1.6686 -0.4602 -0.18 -0.59 -0.29
H 0.3454 -1.9614 -0.8426 0.37 -0.16 0.03
H 1.5887 -2.3657 0.3496 -0.11 0.19 -0.26
H 2.0768 -1.8098 -1.2669 -0.31 0.04 0.28
C 1.9137 -0.7407 2.4744 -0.07 -0.68 0.68
H 2.4085 -1.6622 2.1323 -0.04 0.38 -0.02
H 1.0429 -1.0792 3.0456 0.27 0.11 -0.03
H 2.5974 -0.2402 3.1717 -0.17 -0.13 -0.15
C 1.8006 2.4077 2.5983 0.04 0.46 0.43
H 2.4376 1.8603 3.3163 -0.30 0.41 -0.23
H 0.8542 2.6553 3.1032 0.34 -0.07 0.10
H 2.2832 3.3704 2.3432 -0.10 -0.52 0.17
C 1.3638 3.4589 -0.3672 0.71 0.15 -0.05
H 1.9050 4.1093 0.3251 -0.14 0.03 -0.12
H 0.3241 3.8404 -0.3891 -0.27 0.13 -0.14
H 1.7888 3.5947 -1.3638 -0.24 0.20 0.01
C 1.3219 0.9255 -2.3004 -0.11 0.06 -0.55
H 2.0705 1.6470 -2.6760 -0.38 -0.35 0.01
H 0.3304 1.2253 -2.6963 0.44 0.00 -0.13
H 1.5471 -0.0700 -2.7177 -0.04 0.42 0.11
C -2.8119 -2.8309 -1.5732 0.76 0.39 0.25
C -1.6250 -2.8484 -2.1982 -0.58 -1.18 0.04
C -1.2026 -1.9011 -3.2775 0.53 0.42 -0.44
C -2.2468 -1.3660 -4.3065 0.58 -0.09 -0.34
C -3.0760 -0.1149 -3.9597 0.77 1.75 -0.24
C -2.6247 0.5853 -2.6661 0.63 -0.05 -0.08
C -2.6796 -0.2959 -1.3614 -0.12 0.00 -0.48
C -3.5859 -1.5574 -1.5020 -0.02 0.15 0.36
H -0.4597 -2.4530 -3.8844 -0.26 0.30 0.28
H -2.8539 -2.2003 -4.6839 -0.09 0.10 0.21
H -0.6446 -1.0481 -2.8562 0.00 -0.14 -0.28
H -4.1843 -1.4373 -2.4372 0.34 -0.07 0.87
H -3.2203 -3.6839 -1.0403 0.42 0.06 0.22
H -0.9180 -3.6671 -2.0110 -0.58 0.01 -0.31
H -4.2986 -1.5548 -0.6591 0.24 -0.24 -0.38
H -1.6367 -0.5969 -1.0972 -0.62 -0.17 -0.06
H -1.6101 0.9958 -2.8577 -0.59 -0.26 0.39
H -3.0935 0.2804 -0.5010 0.00 -0.04 -0.42
H -1.6350 -1.0241 -5.1654 -0.25 -0.46 0.35
H -2.9203 0.5951 -4.8239 0.28 -0.35 0.77
P -4.9183 -0.2105 -3.8183 0.20 -1.05 -0.51
C -6.2610 -1.3435 -3.3292 -1.56 0.11 -0.23
C -5.2444 -0.1557 -5.6197 -0.39 0.05 -0.33
P -3.6885 2.0913 -2.4252 0.72 -0.53 -1.15
C -5.2841 1.2076 -2.7315 -0.09 -0.06 0.44
C -3.6769 3.1277 -3.9094 0.31 0.87 -0.07
C -3.9955 3.1397 -1.0188 -1.02 0.99 0.66
H -6.7136 -0.9678 -2.3934 0.05 -0.58 -0.41
H -5.9008 -2.3804 -3.2225 -0.26 0.44 -0.05
H -6.9767 -1.2603 -4.1665 -0.22 -0.53 0.67
H -6.3284 -0.2779 -5.7776 0.53 0.21 -0.27
H -4.7242 -1.0178 -6.0718 -0.21 0.31 0.06
H -4.8732 0.7627 -6.1098 -0.20 -0.37 0.25
H -4.9922 3.5860 -1.1605 -0.33 0.18 0.26
H -3.2599 3.9572 -1.0055 -0.16 -0.46 0.06
H -4.0127 2.5910 -0.0632 0.08 0.16 -0.39
H -5.7032 0.8365 -1.7694 0.04 0.25 -0.62
H -6.0346 1.8360 -3.2598 0.37 -0.02 0.67
H -3.2038 4.0850 -3.6442 -0.07 -0.26 -0.27
H -4.7109 3.3434 -4.2296 0.35 -0.13 0.17
H -3.1320 2.6932 -4.7607 -0.11 0.04 0.44
C -1.4605 -1.7405 3.1593 -0.18 -0.08 -0.16
Si -1.6211 0.0021 3.8722 0.53 -0.09 0.26
C -3.1539 0.0122 4.9516 -0.27 0.07 -0.05
C -0.2145 0.3120 5.1026 0.09 0.09 -0.06
C -1.6475 1.2871 2.4911 -0.85 0.11 1.17
H -1.1826 -2.4689 3.9392 -0.12 0.22 -0.26
H -0.7306 -1.8151 2.3417 -0.13 0.01 0.18
H -2.4350 -2.0420 2.7465 0.17 -0.06 0.10
H -2.9462 -0.4894 5.9086 -0.08 0.09 -0.28
H -3.4681 1.0407 5.1726 0.01 -0.20 0.01
H -3.9910 -0.5084 4.4691 0.06 0.14 0.12
H 0.7610 -0.0911 4.8055 -0.25 0.17 0.08
H -0.0963 1.3911 5.2721 0.02 -0.19 0.07
H -0.4839 -0.1507 6.0651 0.09 0.14 -0.28
H -2.7335 1.4759 2.2845 0.16 0.02 0.07
H -1.2884 2.2518 2.9281 -0.15 -0.31 -0.11
```
Forces are in eV/Å.

Summary:
HOMO level (alpha / beta): -6.990 / -7.510 eV
net charge: +1
multiplicity: 1
LUMO energy (alpha / beta): -2.856 / -2.460 eV

***

[2]
The following is a DFT calculation (wB97M-V/def2-TZVPD) of a cluster of 7 separate species, C27H52N10O7S in total in a non-equilibrium geometry.

Geometry as XYZ:
```
97
Properties=species:S:1:pos:R:3:forces:R:3
N 4.2034 -1.8884 0.5653 -1.11 1.22 -1.07
C 3.4076 -0.8122 -0.1240 0.33 2.40 -0.88
O 3.9011 0.3076 -0.4407 -1.78 -4.19 1.31
C 1.8699 -1.2064 -0.4356 1.10 0.13 0.59
C 1.1274 -1.5805 0.9770 -0.85 -0.08 -1.98
C -0.4563 -1.5553 0.6248 -2.87 1.53 0.12
C -1.3144 -0.2423 0.7521 -0.24 -3.23 -0.95
N -0.7611 1.0441 1.2231 -1.10 -2.95 0.45
C -2.8634 -0.2308 0.3612 0.05 -4.03 -1.12
C -3.6181 -1.4803 -0.1637 4.43 1.88 1.67
C -2.7587 -2.8087 -0.2832 -0.12 -0.28 -0.38
N -3.2684 -4.0722 -0.7781 4.80 2.99 2.26
S -1.8767 -5.0813 -0.6604 -0.24 1.47 0.38
N -0.5644 -4.1422 -0.0548 -5.12 3.38 -0.59
C -1.2026 -2.8474 0.1069 0.10 0.31 0.09
H 4.5943 -1.5103 1.4396 0.14 -0.13 -0.84
H 4.9323 -2.1410 -0.1193 -0.13 0.23 0.85
H 1.3193 -0.3397 -0.9556 1.09 -1.32 0.79
H 1.9207 -2.1311 -1.1212 -0.30 1.38 1.11
H 1.4202 -0.7858 1.7467 -0.57 -1.29 -0.87
H 1.4955 -2.6322 1.2520 -0.79 1.72 -0.05
H -1.3910 1.3188 2.0119 0.70 0.19 -0.78
H 0.1463 0.8083 1.6520 -0.55 0.51 -0.20
H -3.4511 0.7390 0.4716 1.05 -1.49 -0.08
H -4.7244 -1.4021 -0.4251 1.87 -0.36 0.40
C 3.1722 3.5880 -0.3186 0.03 0.10 0.03
N 2.3671 3.9762 0.8230 -0.28 -0.79 0.51
C 2.1244 5.3844 1.0634 -0.22 -0.07 0.21
C 1.8326 3.0588 1.6756 0.28 0.53 -0.51
O 1.1482 3.3145 2.6512 0.07 0.13 -0.02
H 4.1650 4.0344 -0.2212 -0.01 -0.04 -0.16
H 2.6938 3.9530 -1.2312 0.15 -0.06 -0.06
H 3.2718 2.5027 -0.3764 -0.07 0.15 0.06
H 2.5109 5.6491 2.0512 -0.08 0.17 -0.08
H 1.0469 5.5690 1.0467 0.08 0.13 0.07
H 2.6134 5.9939 0.3026 0.04 -0.19 0.09
H 2.0790 2.0201 1.4008 0.13 0.04 -0.15
C 1.3411 -4.1962 -2.9864 0.09 -0.05 -0.24
N 1.4510 -4.9127 -4.2407 -0.59 -0.61 -0.04
C 2.4769 -4.5193 -5.1871 -0.12 -0.25 -0.20
C 0.6191 -5.9452 -4.5578 0.35 0.42 0.17
O 0.6574 -6.5881 -5.5926 0.26 0.23 0.29
H 1.1433 -3.1415 -3.1960 -0.01 0.01 0.19
H 2.2827 -4.2919 -2.4389 -0.10 0.10 0.15
H 0.5305 -4.5978 -2.3766 0.13 0.05 -0.11
H 2.0035 -4.2276 -6.1280 0.20 0.01 -0.01
H 3.1356 -5.3708 -5.3758 0.04 0.15 -0.11
H 3.0596 -3.6845 -4.7954 -0.14 -0.10 0.04
H -0.1214 -6.1607 -3.7708 0.03 0.07 0.06
C -0.9572 -6.7765 -8.1207 -0.02 0.00 -0.31
N -0.7144 -6.2673 -9.4560 0.72 0.12 -0.10
C -1.8367 -6.0938 -10.3568 0.28 0.11 -0.21
C 0.5382 -5.9465 -9.8903 -0.47 -0.09 0.08
O 0.8114 -5.5152 -10.9965 -0.25 -0.07 0.13
H -1.4155 -7.7663 -8.1962 -0.04 0.02 0.18
H -1.6360 -6.0963 -7.5995 0.04 -0.15 0.17
H -0.0284 -6.8549 -7.5573 -0.19 0.06 -0.15
H -1.6774 -6.7042 -11.2495 -0.16 0.12 -0.03
H -1.8968 -5.0443 -10.6565 -0.13 -0.11 -0.11
H -2.7672 -6.3905 -9.8708 0.18 0.01 0.04
H 1.3158 -6.1161 -9.1279 -0.08 -0.05 0.10
C -7.8850 -2.4599 3.5069 0.27 -0.14 0.05
N -6.4613 -2.1963 3.4761 -0.02 0.72 -0.24
C -5.5430 -3.2546 3.8496 0.24 0.21 -0.07
C -5.9573 -0.9823 3.1063 0.09 -0.34 0.13
O -4.7763 -0.6970 3.0594 -0.29 -0.27 0.05
H -8.1734 -2.7386 4.5238 -0.20 -0.02 -0.10
H -8.1094 -3.2831 2.8235 -0.20 0.03 0.08
H -8.4523 -1.5783 3.2032 0.13 -0.05 0.02
H -4.9407 -2.9229 4.6990 0.06 -0.16 -0.07
H -4.8769 -3.4642 3.0086 0.05 -0.09 0.15
H -6.0900 -4.1593 4.1186 -0.03 0.16 -0.06
H -6.7397 -0.2517 2.8426 -0.11 -0.05 0.01
C -2.0671 4.7251 7.0917 0.14 -0.05 -0.28
N -1.9464 4.0112 5.8379 -0.69 -0.53 0.12
C -0.9120 4.4051 4.9008 -0.04 -0.32 -0.19
C -2.7760 2.9786 5.5098 0.37 0.30 -0.06
O -2.7278 2.3390 4.4749 0.15 0.26 0.16
H -2.2622 5.7803 6.8830 0.01 0.02 0.22
H -1.1309 4.6283 7.6477 -0.10 0.13 0.14
H -2.8838 4.3226 7.6937 0.07 -0.01 -0.11
H -1.3779 4.6979 3.9568 0.23 -0.03 -0.02
H -0.2536 3.5534 4.7168 0.04 0.23 -0.19
H -0.3310 5.2391 5.2975 -0.13 -0.10 0.05
H -3.5244 2.7611 6.2893 0.01 0.06 0.08
C 5.1504 8.1019 4.2810 -0.06 0.16 -0.21
N 5.1022 7.9836 2.8381 0.22 -0.80 -0.17
C 4.6964 9.1328 2.0526 0.05 -0.18 -0.26
C 5.4266 6.8239 2.1961 -0.10 0.36 0.04
O 5.4078 6.6561 0.9894 -0.11 0.24 0.30
H 4.1545 8.3596 4.6503 0.11 0.00 0.18
H 5.8568 8.8916 4.5496 -0.07 -0.06 0.19
H 5.4705 7.1647 4.7394 -0.03 0.07 -0.13
H 3.8115 8.8719 1.4667 0.07 0.17 -0.04
H 5.5039 9.4009 1.3666 -0.16 0.10 -0.03
H 4.4701 9.9799 2.7016 0.05 -0.17 0.00
H 5.7200 6.0159 2.8859 -0.01 0.05 0.09
```
Forces are in eV/Å.

Summary:
HOMO level: -7.948 eV
multiplicity: 1
LUMO energy: -0.907 eV

***

Summary of E_tot in a.u.
-2063.33085; -2532.23792
(order as listed above)